{"formula": "C50H78BBiF4N5O6S", "method": "wB97M-V/def2-TZVPD", "total_charge": -1, "multiplicity": 1, "e_tot_ha": -3714.7337, "lumo_energy_ha": 0.074, "elements": ["Bi", "C", "N", "C", "C", "C", "N", "C", "C", "C", "C", "C", "C", "C", "O", "C", "C", "C", "C", "C", "C", "C", "C", "C", "C", "C", "C", "C", "C", "C", "O", "C", "C", "C", "C", "C", "C", "C", "C", "H", "H", "H", "H", "H", "H", "H", "H", "H", "H", "H", "H", "H", "H", "H", "H", "H", "H", "H", "H", "H", "H", "H", "H", "H", "H", "H", "H", "H", "H", "H", "H", "H", "H", "H", "H", "H", "H", "H", "H", "H", "H", "H", "H", "H", "H", "H", "H", "H", "H", "H", "H", "H", "H", "O", "C", "C", "C", "C", "C", "C", "C", "O", "N", "O", "O", "H", "H", "H", "H", "F", "B", "F", "F", "F", "C", "C", "C", "C", "N", "C", "S", "N", "C", "C", "C", "C", "H", "H", "H", "H", "H", "H", "H", "H", "H", "H", "H", "H", "H", "H", "H", "H", "H", "H", "H", "H"], "coordinates": [[0.089, -0.629, 0.437], [1.471, -3.555, 1.504], [2.098, -2.296, 1.119], [2.937, -1.752, 2.208], [2.832, -2.524, -0.125], [3.132, -1.254, -0.910], [1.951, -0.415, -1.133], [2.355, 0.998, -1.022], [1.424, 2.002, -1.643], [2.005, 2.976, -2.443], [1.258, 3.982, -3.017], [-0.107, 3.996, -2.735], [-0.736, 3.048, -1.952], [0.042, 1.992, -1.411], [-0.563, 1.016, -0.754], [-2.229, 3.116, -1.657], [-2.436, 3.132, -0.136], [-2.881, 4.375, -2.243], [-2.934, 1.891, -2.253], [1.858, 5.059, -3.906], [1.143, 5.050, -5.263], [1.664, 6.420, -3.224], [3.355, 4.845, -4.153], [1.362, -0.675, -2.460], [0.982, -2.103, -2.718], [1.587, -2.789, -3.755], [1.155, -4.047, -4.142], [0.090, -4.595, -3.437], [-0.548, -3.955, -2.387], [-0.094, -2.667, -2.009], [-0.697, -2.004, -1.041], [-1.758, -4.574, -1.696], [-2.967, -3.650, -1.884], [-2.111, -5.960, -2.252], [-1.485, -4.737, -0.196], [1.803, -4.731, -5.335], [1.186, -6.097, -5.651], [3.295, -4.940, -5.044], [1.629, -3.831, -6.568], [2.210, -4.262, 1.903], [1.009, -3.999, 0.627], [0.700, -3.398, 2.248], [3.690, -2.518, 2.486], [1.550, -0.431, 3.134], [3.144, 0.150, 1.871], [2.209, -3.157, -0.758], [3.782, -3.047, 0.066], [3.554, -1.543, -1.880], [3.882, -0.678, -0.371], [3.335, 1.119, -1.508], [2.478, 1.230, 0.042], [3.071, 2.917, -2.610], [-0.703, 4.786, -3.161], [-1.902, 3.971, 0.310], [-2.070, 2.206, 0.295], [-3.495, 3.211, 0.102], [-2.408, 5.280, -1.866], [-3.930, 4.399, -1.954], [-2.835, 4.372, -3.330], [-2.552, 0.978, -1.809], [-2.785, 1.852, -3.331], [-4.000, 1.937, -2.046], [0.080, 5.242, -5.148], [1.259, 4.079, -5.739], [1.558, 5.810, -5.921], [0.609, 6.633, -3.077], [2.098, 7.217, -3.824], [2.147, 6.417, -2.249], [3.531, 3.880, -4.624], [3.914, 4.895, -3.221], [3.736, 5.621, -4.817], [2.076, -0.345, -3.228], [0.455, -0.074, -2.536], [2.395, -2.305, -4.286], [-0.268, -5.564, -3.729], [-3.183, -3.513, -2.941], [-2.775, -2.680, -1.438], [-3.839, -4.076, -1.397], [-2.390, -5.909, -3.303], [-2.961, -6.353, -1.698], [-1.282, -6.656, -2.130], [-1.319, -3.769, 0.264], [-0.619, -5.379, -0.033], [-2.345, -5.194, 0.286], [1.282, -6.771, -4.803], [1.701, -6.545, -6.500], [0.135, -6.000, -5.909], [3.415, -5.564, -4.161], [3.794, -3.993, -4.858], [3.785, -5.426, -5.886], [0.573, -3.635, -6.737], [2.043, -4.311, -7.454], [2.130, -2.877, -6.430], [3.679, -0.650, 1.760], [2.154, -1.286, 3.449], [1.230, -2.244, 4.136], [1.678, -3.198, 5.005], [0.778, -4.061, 5.650], [-0.598, -3.939, 5.398], [-1.061, -2.993, 4.532], [-0.177, -2.109, 3.849], [-0.592, -1.249, 3.013], [1.253, -5.038, 6.529], [0.444, -5.761, 7.108], [2.470, -5.146, 6.689], [2.905, -0.939, 4.163], [2.733, -3.306, 5.204], [-1.268, -4.621, 5.900], [-2.113, -2.905, 4.306], [-2.396, -0.424, 0.758], [-3.812, -0.585, 0.910], [-4.048, -1.735, 1.617], [-4.266, 0.511, 1.620], [-4.405, -0.619, -0.320], [-5.775, 3.237, 4.866], [-4.444, 2.616, 5.274], [-3.630, 2.208, 4.047], [-2.349, 1.470, 4.461], [-1.365, 1.257, 3.419], [-0.581, 2.186, 2.897], [0.771, 1.765, 1.959], [-0.804, 3.474, 3.203], [-0.103, 4.626, 2.698], [0.642, 5.394, 3.794], [1.914, 4.694, 4.277], [1.652, 3.577, 5.279], [-6.360, 3.519, 5.741], [-6.350, 2.528, 4.277], [-5.612, 4.127, 4.261], [-4.629, 1.736, 5.892], [-3.878, 3.331, 5.880], [-3.414, 3.097, 3.451], [-4.223, 1.552, 3.416], [-2.632, 0.478, 4.816], [-1.869, 2.003, 5.296], [-1.190, 0.274, 3.153], [-1.615, 3.671, 3.770], [-0.840, 5.294, 2.236], [0.598, 4.292, 1.931], [-0.030, 5.570, 4.639], [0.912, 6.367, 3.380], [2.567, 5.434, 4.746], [2.437, 4.279, 3.416], [1.096, 3.949, 6.138], [2.594, 3.165, 5.637], [1.091, 2.769, 4.820]], "forces_ev_per_angstrom": [[-1.2, -0.4, 0.4], [-0.2, -0.3, 0.1], [0.1, 0.3, 0.0], [0.0, -0.3, 0.5], [0.3, 0.2, -0.3], [0.5, -0.4, 0.2], [-0.1, 0.0, 0.0], [0.0, 0.5, -0.1], [-0.1, -0.2, 0.2], [-0.1, 0.1, -0.1], [0.1, 0.0, 0.0], [0.1, -0.1, 0.0], [-0.1, 0.0, 0.1], [0.1, 0.3, -0.2], [0.2, 0.0, -0.3], [-0.2, 0.1, 0.0], [0.0, -0.1, -0.1], [0.2, -0.2, 0.1], [0.1, 0.0, 0.1], [0.1, 0.1, -0.1], [0.1, 0.0, 0.1], [0.1, -0.1, -0.1], [-0.3, 0.0, 0.1], [-0.3, -0.1, -0.4], [-0.1, 0.1, 0.0], [-0.1, -0.1, 0.1], [0.0, -0.1, -0.1], [0.1, 0.0, -0.1], [-0.1, 0.2, 0.2], [0.2, -0.5, -0.5], [0.2, 0.3, 0.2], [-0.1, -0.1, 0.1], [0.1, 0.0, 0.1], [0.1, 0.3, 0.1], [0.0, 0.0, -0.1], [0.1, -0.1, -0.1], [0.1, 0.3, 0.1], [-0.2, 0.0, -0.1], [0.1, -0.2, 0.1], [0.0, 0.0, 0.0], [0.0, 0.0, 0.0], [0.1, -0.2, -0.1], [-0.2, 0.1, -0.1], [0.1, 0.0, 0.1], [0.0, -0.1, 0.2], [0.1, -0.1, 0.1], [0.0, 0.0, 0.0], [0.0, 0.0, 0.0], [-0.1, 0.0, -0.2], [-0.1, 0.0, 0.1], [0.2, -0.1, -0.1], [0.1, 0.0, 0.0], [-0.1, 0.1, 0.0], [0.0, 0.1, 0.1], [0.0, 0.0, 0.2], [-0.2, 0.0, 0.0], [0.0, 0.2, 0.0], [-0.1, 0.0, 0.0], [0.0, 0.1, -0.1], [0.0, -0.1, 0.0], [0.0, 0.0, -0.2], [-0.2, 0.0, 0.0], [-0.2, 0.0, 0.0], [0.0, -0.1, -0.1], [0.1, 0.1, -0.1], [-0.1, 0.1, 0.0], [0.0, 0.1, -0.1], [0.1, 0.0, 0.1], [0.1, -0.1, 0.0], [0.1, 0.0, 0.1], [0.0, 0.1, 0.0], [-0.1, 0.0, 0.1], [0.2, 0.0, -0.1], [0.1, 0.1, -0.1], [-0.1, -0.2, -0.1], [-0.1, 0.0, -0.2], [-0.1, 0.1, 0.0], [-0.2, -0.1, 0.1], [0.0, -0.1, -0.1], [-0.1, 0.0, 0.0], [0.1, -0.1, 0.0], [0.0, 0.0, 0.1], [0.1, -0.1, 0.0], [-0.1, -0.1, 0.1], [0.0, -0.1, 0.1], [0.1, 0.0, -0.1], [-0.2, 0.0, 0.0], [0.1, -0.1, 0.1], [0.1, 0.1, 0.0], [0.1, -0.1, -0.1], [-0.1, 0.0, -0.1], [0.1, 0.0, -0.1], [0.0, 0.1, 0.0], [0.2, 0.3, -0.1], [0.0, -0.3, -0.1], [-0.4, 0.2, -0.1], [-0.1, -0.3, 0.3], [-0.5, 1.1, -1.0], [0.4, -0.3, 0.3], [0.0, 0.3, -0.3], [0.3, -0.4, 0.8], [-0.1, 0.0, -0.5], [0.5, -0.9, 0.8], [0.1, 0.1, -0.1], [-0.2, 0.0, 0.0], [0.1, 0.0, -0.1], [0.1, 0.0, 0.1], [-0.1, 0.0, 0.0], [-0.1, 0.0, 0.0], [1.0, 0.1, -0.2], [-0.2, 0.0, 0.2], [0.0, -0.9, 0.5], [-0.3, 0.8, 0.5], [-0.2, -0.1, -1.0], [0.1, -0.1, 0.2], [0.0, 0.1, -0.3], [0.0, -0.1, 0.4], [-0.3, 0.4, 0.0], [-0.2, 0.0, -0.2], [-0.1, -0.1, 0.4], [0.7, 0.5, -0.2], [-0.4, -0.3, 0.3], [0.2, 0.5, 0.0], [0.2, -0.2, -0.3], [-0.2, 0.0, 0.2], [0.1, 0.0, -0.1], [-0.1, 0.0, 0.0], [-0.1, 0.0, -0.1], [0.0, 0.1, -0.1], [0.0, 0.0, 0.1], [0.0, -0.1, 0.1], [0.0, 0.0, -0.1], [0.0, 0.0, -0.1], [0.1, 0.0, 0.1], [0.0, -0.1, 0.0], [0.2, 0.2, 0.2], [0.1, -0.1, -0.1], [0.1, -0.1, -0.1], [-0.2, 0.1, 0.0], [0.0, 0.1, 0.0], [-0.1, 0.1, 0.0], [0.1, 0.0, -0.1], [0.1, 0.1, -0.1], [-0.1, 0.0, 0.1], [0.0, -0.1, 0.1], [0.0, -0.1, 0.1]]}


{"formula": "C50H80F12N9O9S4", "method": "wB97M-V/def2-TZVPD", "s2": 0.766, "total_charge": 4, "multiplicity": 2, "e_tot_ha": -5912.7881, "lumo_energy_ha": [-0.363, -0.363], "elements": ["C", "C", "C", "O", "C", "N", "H", "H", "H", "H", "H", "H", "H", "H", "H", "H", "H", "H", "C", "C", "C", "N", "C", "C", "C", "C", "C", "C", "H", "H", "H", "H", "H", "H", "H", "H", "H", "H", "H", "H", "H", "H", "H", "H", "H", "H", "H", "H", "C", "C", "C", "N", "C", "C", "C", "C", "C", "C", "H", "H", "H", "H", "H", "H", "H", "H", "H", "H", "H", "H", "H", "H", "H", "H", "H", "H", "H", "H", "C", "N", "C", "C", "C", "C", "C", "C", "C", "C", "N", "C", "C", "C", "H", "H", "H", "H", "H", "H", "H", "H", "H", "H", "H", "H", "H", "H", "C", "N", "C", "C", "C", "C", "C", "C", "C", "C", "N", "C", "C", "C", "H", "H", "H", "H", "H", "H", "H", "H", "H", "H", "H", "H", "H", "H", "C", "F", "F", "F", "S", "O", "O", "N", "S", "O", "O", "C", "F", "F", "F", "C", "F", "F", "F", "S", "O", "O", "N", "S", "O", "O", "C", "F", "F", "F"], "coordinates": [[-0.477, 8.580, -9.591], [-1.678, 7.714, -9.179], [-2.736, 8.500, -8.395], [-3.146, 9.512, -9.352], [-4.361, 10.177, -9.072], [-2.223, 7.192, -10.449], [-1.480, 7.048, -11.118], [-2.781, 6.351, -10.417], [-2.922, 7.895, -10.641], [0.149, 8.853, -8.741], [-0.775, 9.484, -10.122], [0.257, 8.109, -10.244], [-1.388, 6.796, -8.667], [-2.501, 9.034, -7.474], [-3.586, 7.893, -8.083], [-4.586, 10.792, -9.944], [-4.367, 10.728, -8.132], [-5.190, 9.473, -9.143], [-16.859, 8.768, 1.671], [-15.827, 9.876, 1.549], [-15.331, 9.881, 0.101], [-14.486, 11.116, -0.319], [-13.955, 10.861, -1.740], [-12.806, 11.825, -2.135], [-11.626, 11.967, -1.216], [-12.271, 12.350, 0.137], [-13.308, 11.361, 0.721], [-15.337, 12.365, -0.444], [-17.084, 8.662, 2.732], [-16.569, 7.803, 1.254], [-17.838, 9.031, 1.270], [-15.043, 9.737, 2.293], [-16.240, 10.839, 1.853], [-16.142, 9.780, -0.621], [-14.684, 9.042, -0.153], [-13.651, 9.818, -1.662], [-14.705, 10.811, -2.530], [-12.379, 11.417, -3.052], [-13.213, 12.781, -2.463], [-10.935, 11.130, -1.110], [-11.054, 12.840, -1.530], [-11.399, 12.299, 0.789], [-12.605, 13.385, 0.215], [-12.910, 10.350, 0.804], [-13.752, 11.772, 1.627], [-14.794, 13.152, -0.967], [-15.590, 12.780, 0.531], [-16.222, 12.020, -0.979], [-11.753, 0.530, -4.418], [-12.245, 1.019, -3.065], [-13.117, 2.256, -3.319], [-13.877, 2.865, -2.055], [-14.698, 4.159, -2.494], [-15.069, 4.999, -1.305], [-13.873, 5.426, -0.432], [-13.102, 4.180, 0.077], [-12.708, 3.230, -1.100], [-14.837, 1.856, -1.286], [-12.499, 0.003, -5.013], [-10.882, -0.085, -4.188], [-11.472, 1.353, -5.075], [-11.462, 1.316, -2.367], [-12.851, 0.224, -2.630], [-13.967, 1.931, -3.919], [-12.642, 3.048, -3.898], [-14.042, 4.652, -3.212], [-15.603, 3.769, -2.961], [-15.513, 5.954, -1.586], [-15.866, 4.538, -0.721], [-13.153, 6.159, -0.797], [-14.164, 6.085, 0.385], [-12.199, 4.536, 0.571], [-13.752, 3.722, 0.822], [-11.898, 3.502, -1.777], [-12.349, 2.300, -0.658], [-15.350, 2.452, -0.532], [-14.261, 1.031, -0.867], [-15.627, 1.539, -1.967], [-16.990, 2.014, -9.848], [-16.334, 3.296, -9.622], [-16.447, 4.250, -10.564], [-16.000, 5.550, -10.302], [-15.299, 5.827, -9.101], [-15.149, 4.787, -8.181], [-15.736, 3.580, -8.405], [-14.904, 7.245, -8.821], [-15.836, 8.268, -8.701], [-15.510, 9.500, -8.071], [-14.248, 9.672, -7.661], [-13.267, 8.746, -7.889], [-13.628, 7.544, -8.460], [-13.830, 11.008, -7.083], [-18.042, 2.118, -9.585], [-16.634, 1.179, -9.243], [-16.860, 1.738, -10.895], [-16.962, 3.982, -11.475], [-15.997, 6.372, -11.002], [-14.637, 4.912, -7.238], [-15.629, 2.697, -7.792], [-16.872, 8.035, -8.899], [-16.262, 10.177, -7.692], [-12.288, 8.964, -7.489], [-12.960, 6.699, -8.376], [-14.621, 11.741, -7.240], [-12.910, 11.416, -7.502], [-13.700, 10.881, -6.009], [-7.660, 5.023, -2.370], [-7.812, 4.406, -3.631], [-7.201, 5.077, -4.652], [-7.335, 4.590, -5.936], [-8.006, 3.404, -6.210], [-8.586, 2.766, -5.100], [-8.482, 3.298, -3.774], [-8.280, 2.959, -7.652], [-8.199, 1.668, -8.050], [-8.416, 1.414, -9.445], [-8.819, 2.337, -10.299], [-9.091, 3.646, -9.886], [-8.729, 3.957, -8.535], [-8.811, 2.021, -11.753], [-8.297, 5.906, -2.428], [-6.652, 5.399, -2.196], [-7.973, 4.349, -1.572], [-6.706, 5.998, -4.384], [-6.896, 5.130, -6.761], [-9.285, 1.966, -5.291], [-8.866, 2.791, -2.901], [-8.080, 0.964, -7.240], [-8.198, 0.453, -9.887], [-9.362, 4.397, -10.614], [-8.818, 4.998, -8.263], [-9.260, 1.035, -11.877], [-7.803, 2.171, -12.140], [-9.467, 2.761, -12.210], [-16.060, 7.858, -4.189], [-15.217, 7.676, -5.262], [-16.545, 6.662, -3.823], [-15.476, 8.364, -3.105], [-17.466, 9.061, -4.669], [-18.202, 8.414, -5.756], [-18.240, 9.131, -3.454], [-16.536, 10.513, -5.034], [-17.437, 11.640, -4.460], [-18.859, 11.478, -4.744], [-17.079, 12.015, -3.076], [-16.872, 13.036, -5.682], [-17.582, 14.118, -5.402], [-15.547, 13.325, -5.594], [-17.233, 12.604, -6.856], [-11.288, 7.614, -2.883], [-10.676, 7.061, -1.877], [-12.624, 7.513, -2.738], [-10.909, 8.922, -3.046], [-10.773, 6.680, -4.499], [-10.792, 5.309, -4.036], [-11.861, 6.937, -5.474], [-9.111, 7.276, -4.856], [-9.383, 7.900, -6.270], [-9.575, 6.917, -7.332], [-10.304, 9.038, -6.312], [-7.683, 8.764, -6.583], [-7.487, 9.808, -5.700], [-6.760, 7.746, -6.371], [-7.560, 9.167, -7.834]], "forces_ev_per_angstrom": [[0.5, 0.2, 0.3], [1.9, -0.2, 1.5], [-1.1, 1.2, -1.2], [0.3, -1.0, 0.2], [-0.7, -0.3, -0.9], [-1.5, 0.0, 0.1], [0.1, 0.4, -0.6], [0.1, -0.7, 0.5], [-0.1, 1.1, -1.4], [-0.4, 0.2, 0.2], [-0.3, 0.0, 0.3], [-0.3, -0.6, -0.1], [0.4, 0.4, 0.5], [1.2, -0.4, 0.0], [-0.3, -0.4, -0.4], [0.5, 0.6, 0.3], [0.1, 0.0, -0.1], [-0.2, -0.4, 0.7], [-0.9, 0.3, 1.0], [0.2, 0.0, -0.6], [0.8, 1.1, -0.2], [-0.3, 0.9, 0.0], [1.5, -0.5, 0.9], [0.0, -1.4, -1.8], [-1.8, 1.4, 1.3], [1.4, -0.9, 1.1], [-0.4, 0.1, -2.5], [-0.2, -0.5, 0.5], [0.2, -0.4, 0.1], [0.2, 0.1, 0.0], [0.2, 0.1, -0.5], [0.4, -0.3, -0.3], [-0.4, 0.1, -0.4], [-0.3, 0.5, 0.1], [0.2, -0.2, 0.5], [0.7, 0.0, -0.2], [-0.7, 0.7, 0.5], [-0.4, -0.2, -0.5], [0.0, 0.1, 0.4], [-0.4, -0.3, -0.2], [0.2, -0.2, -0.1], [-0.3, 0.2, 0.8], [-0.2, -0.1, -0.4], [0.2, 0.2, 0.5], [0.0, -0.4, -0.1], [-0.1, -0.4, -0.2], [-0.1, -0.4, 0.1], [0.0, 0.6, -0.1], [0.6, 0.2, 0.1], [-1.0, 1.2, -0.1], [-2.7, -0.7, 0.7], [0.9, -0.2, 0.6], [0.7, -1.4, 0.4], [0.6, 1.6, 0.6], [0.6, -0.5, 0.7], [-0.3, 1.1, -1.1], [-1.0, -0.2, 0.7], [0.5, 1.5, -1.3], [0.0, -0.3, 0.4], [-0.1, -0.3, -0.6], [0.3, 0.2, 0.1], [0.3, -0.5, -0.2], [0.1, 0.1, 0.3], [0.0, 0.0, -0.3], [0.2, 0.3, 0.6], [-0.1, 0.2, 0.0], [0.2, 0.0, -0.3], [-0.2, -0.2, -0.8], [0.2, -0.2, 0.2], [0.0, -0.4, -1.5], [-0.8, -0.7, 0.6], [0.1, -0.4, 0.1], [0.3, -0.6, -0.1], [-0.1, 1.0, 0.3], [-0.3, -0.2, -0.1], [0.4, -0.2, 0.2], [-0.1, 0.2, -0.1], [0.3, -0.2, -0.2], [-0.5, 0.0, 0.0], [0.1, -1.2, 0.8], [0.2, 3.1, -0.4], [0.0, -1.6, -0.2], [-0.2, 1.9, -0.5], [-0.1, -0.8, 0.7], [0.7, -0.3, -0.5], [-1.5, -1.3, 0.0], [-0.6, 1.5, 0.7], [-0.4, -2.6, -0.6], [1.8, 1.5, -0.4], [-1.4, -0.1, 0.1], [2.1, 0.0, 1.6], [-0.6, -0.4, 0.5], [-0.2, -0.1, -0.3], [0.5, 0.4, 0.1], [-0.2, 0.0, 0.1], [0.1, 0.0, 0.0], [-0.6, -0.4, -0.5], [0.1, 0.2, 0.1], [0.0, 0.3, 0.4], [-0.1, 0.3, 0.0], [0.0, 0.3, -0.3], [0.1, 0.0, -0.1], [0.6, 0.2, -0.3], [0.0, -0.3, 0.0], [-0.1, -0.5, -0.3], [0.0, 0.0, 0.0], [-0.4, 1.2, 1.9], [1.9, 0.8, -1.1], [-1.0, -1.0, -0.7], [0.8, 0.4, -0.2], [-1.0, -0.3, 0.7], [-0.4, 0.5, 0.4], [-0.2, -1.7, -3.0], [-0.4, 2.2, 1.4], [-0.8, -0.4, -1.6], [0.5, -0.7, 2.0], [-0.1, 2.1, 0.2], [2.1, -1.5, 2.6], [-0.7, -0.2, -2.8], [-0.9, 0.6, 0.3], [-0.2, 0.0, 0.5], [0.0, -0.4, -0.1], [0.1, 0.2, 0.0], [0.0, -0.1, -0.1], [0.1, 0.3, 0.1], [0.2, -0.4, 0.3], [-0.2, 0.2, 0.0], [0.5, -0.8, -0.7], [-0.1, -0.2, 0.1], [-0.2, -0.2, -0.1], [-0.2, 0.1, 0.4], [0.5, 0.0, -0.3], [-0.1, -0.4, 0.0], [0.0, -0.2, -0.2], [-1.0, 0.7, -1.3], [-0.3, 0.1, 1.7], [0.2, 0.3, -0.5], [1.0, -0.1, -0.3], [-1.2, -0.5, -0.7], [2.1, 1.1, 0.5], [1.2, 0.2, 0.1], [-0.7, -4.6, 0.0], [-1.8, 3.0, 1.7], [1.7, 0.5, 0.1], [0.0, -0.1, -1.9], [-0.8, -0.5, 2.6], [0.4, 0.2, 0.0], [-0.8, -0.3, -0.5], [0.6, -0.1, -1.4], [0.1, 1.4, -2.6], [0.3, 0.0, 0.9], [1.3, 0.3, -0.1], [-0.8, -1.6, 0.7], [-1.9, 0.5, -0.6], [1.3, -0.2, 0.3], [2.5, 0.1, 1.7], [-3.6, -1.6, 1.3], [-0.4, 3.3, -2.8], [0.8, 0.2, 0.5], [1.2, -1.2, 0.2], [-0.5, -0.7, 1.6], [0.0, -2.1, -1.8], [-0.1, 1.3, 0.0], [-0.1, 0.1, 0.6]]}